Record 1
Below is a 2-piece molecular cluster, ClH5N2Si overall in a non-equilibrium geometry, with properties calculated with ωB97M-V/def2-TZVPD.

Last column: natural (NBO) charge in e.
Geometry (Å):
H  -2.8294  0.9212  -1.7134  0.4170
N  -2.4703  1.2455  -0.7565  -1.3536
Si  -2.2776  0.4562  0.6295  1.4792
Cl  -2.2774  -1.5268  1.1460  -0.3846
H  -2.3243  1.1906  1.9451  -0.1611
N  1.3638  -0.6143  0.5259  -1.0412
H  2.0498  -0.8449  1.1826  0.3509
H  0.9747  -1.4893  0.1995  0.3591
H  0.6346  -0.1728  1.2240  0.3343

Its total energy is -23461.3167 eV. The calculation puts the energy above the lowest of the compared OMol25 structures with the same formula, charge and spin at 64.5 kcal per mole. Its total charge is 0. As for the SMILES: [H]/N=[SiH]\Cl.N.

Record 2
Below is a 2-piece molecular cluster, ClH5OSi2 overall in a non-equilibrium geometry, with properties calculated with ωB97M-V/def2-TZVPD.

Last column: natural (NBO) charge in e.
Geometry (Å):
O  0.4449  -0.1554  -0.6106  -1.3232
Si  1.7443  0.4484  -0.0439  1.3032
Si  -2.0145  -0.7530  0.0463  1.2620
Cl  -3.1084  0.8524  0.0083  -0.2924
H  2.3699  1.4633  -0.9193  -0.2428
H  1.4098  1.4617  1.2297  -0.2847
H  2.4238  -0.7740  0.2294  -0.2401
H  -1.4166  -1.2856  1.3662  -0.0790
H  -1.8531  -1.2578  -1.3062  -0.1031

Its total energy is -30404.3375 eV. The calculation puts the energy above the lowest of the compared OMol25 structures with the same formula, charge and spin at 106.6 kcal per mole. Its total charge is 0.

Record 3
Below is ClH6HfO3 as an isolated structure in a non-equilibrium geometry, with properties calculated with ωB97M-V/def2-TZVPD.

Last column: natural (NBO) charge in e.
Geometry (Å):
Hf  -2.9483  -24.2866  -1.8118  2.6138
Cl  -1.1289  -24.2842  -3.2934  -0.2943
O  -0.2055  -23.1898  -6.0176  -0.5949
H  0.6423  -23.5516  -5.9191  0.4785
H  -0.5607  -23.5109  -5.1583  0.4023
O  1.3962  -22.1658  -3.5321  -0.5936
H  0.9789  -21.8439  -2.7314  0.4813
H  0.7639  -22.8713  -3.7110  0.4160
O  -0.6642  -26.1010  -5.8756  -0.8613
H  -0.3274  -26.1332  -6.7401  0.5089
H  0.0945  -25.9025  -5.3736  0.4434

Its total energy is -20023.1636 eV. Its total charge is +3.

LUMO energy (computed, eV): -0.102, -1.706, -19.693
HOMO-LUMO gap (computed, eV): 9.9, 7.0, 2.0